[1]
179
Properties=species:S:1:pos:R:3:forces:R:3:lowdin_charge:R:1 method="wB97M-V/def2-TZVPD" homo_lumo_gap_ev=7.304 e_homo_ev=-8.71
Br 0.8775 0.9851 4.2862 -0.222 -0.200 -0.521 0.83
Cl 4.9023 4.1884 -3.7524 -0.457 -0.654 -0.150 0.36
P 4.7927 2.1447 -3.3830 1.023 -0.521 0.066 0.70
F 5.7719 4.4047 -0.9003 0.554 -0.477 -0.149 0.11
O 3.6887 8.2060 -1.4203 0.060 -0.157 0.131 -0.07
O 2.0917 3.4078 -4.0459 0.043 -0.155 -0.050 0.03
O 6.1154 -0.0685 -0.8662 -0.291 0.477 -0.121 0.18
O 0.9997 -3.1165 -3.6666 -0.156 0.194 0.132 -0.06
O -4.1433 -5.9461 6.4671 0.041 -0.066 0.118 -0.05
O -3.0808 -6.4212 -2.6834 0.146 -0.324 -0.214 -0.05
O -0.1271 -6.5279 0.9824 0.132 -0.239 -0.063 -0.07
O -2.3622 -0.4802 0.4899 0.004 -0.156 0.067 -0.04
O -7.2561 -2.5842 -1.1290 0.091 0.171 0.193 -0.05
O -0.0807 -2.4478 1.6977 -0.162 0.015 0.188 -0.05
O -3.3484 -6.5480 0.4508 0.049 0.129 -0.104 -0.04
O 1.8847 2.6162 2.3545 -0.266 -0.245 0.427 0.04
O -5.3255 -3.5009 9.3580 -0.124 0.041 0.028 -0.06
O -6.2078 -2.1138 2.1357 -0.046 0.159 0.131 -0.06
O 1.8392 5.9292 -2.3459 0.048 -0.117 0.109 -0.04
O -3.0902 -2.4024 2.8371 -0.030 0.098 -0.194 -0.04
O 0.0525 -3.9022 6.0795 0.000 0.167 0.027 -0.05
O 2.4068 -2.0346 5.0064 -0.086 -0.139 -0.160 -0.07
O 5.8754 1.1948 -6.8688 0.026 -0.010 0.128 -0.06
O -0.5519 1.7648 -10.3140 -0.021 0.155 -0.583 -0.06
O 2.9899 1.3976 -9.2268 0.345 0.032 -0.556 -0.05
O -0.4491 -6.2534 4.0371 -0.028 -0.121 -0.173 -0.05
O 5.3589 3.3360 0.9499 0.046 -0.271 -0.331 0.14
O -5.0959 0.5326 2.8628 -0.051 0.151 0.022 -0.03
O 4.6700 -2.0123 0.9174 -0.447 0.553 0.019 0.15
O -0.9149 -0.7808 -3.6612 0.243 0.295 -0.107 -0.05
O 6.0144 2.0584 3.5824 0.256 0.128 0.322 -0.04
O -6.5025 -0.9226 -7.3555 0.017 -0.031 -0.098 -0.05
O 0.6893 4.5176 -11.1087 -0.127 -0.029 0.000 -0.06
O 4.1620 1.4138 -4.7310 -0.266 0.425 1.014 -0.36
O 5.0178 4.8350 -7.2696 -0.022 -0.168 -0.047 -0.06
O -4.4999 -4.1647 -1.8434 -0.277 0.416 -0.115 -0.05
O -2.2332 1.2960 6.3820 0.076 0.088 0.191 -0.06
O -7.8417 -3.2111 11.0773 0.049 -0.162 -0.096 -0.06
O -3.4089 -3.1408 5.9884 0.406 0.020 0.077 -0.05
O -5.9031 -4.6388 0.7074 0.489 -0.167 -0.069 -0.06
O -4.3764 0.9433 -5.9918 -0.032 0.234 -0.094 -0.06
O -4.2419 -0.9048 7.8859 0.030 0.022 0.108 -0.04
O 2.8758 -1.5153 -5.4611 0.171 0.107 0.204 -0.04
O 3.6446 0.9784 7.3621 -0.156 0.084 -0.154 -0.08
O 3.5207 0.9110 10.4570 0.134 0.048 0.041 -0.05
O 4.1038 0.3303 4.2775 -0.525 -0.272 0.321 -0.11
O -0.8193 2.2946 -0.3394 0.047 -0.087 0.093 0.13
O -1.2276 1.8418 9.3167 -0.052 0.072 -0.092 -0.06
O 2.1324 6.7816 5.4598 -0.117 -0.100 -0.050 -0.06
O 5.9649 -0.2460 6.3306 0.473 -0.148 -0.177 -0.04
O 2.4871 -1.8743 1.4006 0.375 0.916 -0.453 0.04
O 3.4575 5.4392 2.7664 -0.178 -0.027 0.237 -0.05
N -4.2918 -1.0249 -2.2245 0.005 0.449 -0.258 0.01
N 6.4667 2.2004 -0.7082 -1.242 1.234 -0.592 0.18
C 1.0041 0.7018 1.2327 -0.488 -0.229 1.571 -0.08
C 4.0858 1.2319 -0.8774 0.546 0.318 -0.455 -0.09
C -2.0236 1.1826 -2.7694 -0.020 -0.225 0.501 -0.05
C 5.6038 1.0067 -0.8060 0.272 -0.527 0.129 -0.39
C 5.8289 3.3008 -0.1555 -0.252 0.152 1.515 -0.53
C -1.9750 -0.3613 -2.7905 0.168 -0.793 -0.796 -0.33
C -3.2917 -0.9633 -3.3215 -0.646 0.274 0.745 -0.19
C -0.6306 1.7489 -2.6458 -0.379 -0.162 0.745 -0.07
C 1.3276 1.5691 2.4690 0.389 0.836 -1.142 -0.73
C -0.4385 1.8527 -5.0991 0.366 1.708 -0.366 -0.10
C 1.8794 1.0954 0.0816 -0.039 -0.159 0.585 -0.07
C 3.8350 0.2069 1.4031 -0.754 -0.931 0.062 -0.01
C 2.1844 1.9843 -2.1383 -0.032 0.035 -0.746 -0.04
C 0.1331 2.0644 -3.6964 0.120 -0.772 -0.357 -0.03
C -0.4971 2.5011 -7.5434 0.639 0.539 0.923 -0.09
C 3.7358 -1.3136 1.2005 0.856 -0.844 0.074 -0.43
C 3.5605 1.7873 -2.0522 -0.284 1.023 -0.525 -0.22
C 1.3780 1.6419 -1.0704 -1.414 0.418 -0.424 0.00
C -0.1075 1.9212 -1.2409 0.183 0.093 -0.785 -0.24
C 1.5184 2.5652 -3.3944 -0.416 -0.359 0.357 -0.24
C 3.2465 0.8777 0.1670 0.948 -0.489 0.927 -0.07
C 1.5650 1.4512 -6.6194 -0.155 1.127 0.099 -0.05
C 0.3893 2.4100 -6.2676 -0.325 -0.945 -1.252 -0.38
H 3.9677 0.5412 8.1579 -0.127 0.077 0.099 0.01
H 2.7096 4.8525 2.9335 0.046 -0.112 -0.179 0.02
H 2.4610 1.8941 -6.1757 0.038 -0.608 0.065 0.05
H 1.4956 -3.7295 -4.2168 -0.038 0.010 -0.023 0.04
H -4.2070 -6.3426 7.3425 0.051 0.000 0.003 0.05
H -1.7368 -0.7529 -1.7905 -0.309 0.238 -0.091 0.13
H 2.0951 5.2180 -2.9470 0.085 0.061 -0.092 0.00
H -2.1869 2.1011 5.8559 -0.046 -0.012 -0.026 0.05
H 0.7372 -3.2218 6.1294 0.081 -0.004 -0.152 0.01
H -2.1554 -1.3003 0.9650 0.081 0.077 -0.031 0.02
H 0.1857 2.7208 -8.3632 -0.283 -0.036 -0.037 0.05
H 6.1021 0.5776 5.8501 0.019 0.120 0.197 0.03
H -1.4013 2.3870 -5.1186 0.115 -0.155 0.051 0.12
H -3.1176 -1.9809 -3.6935 0.239 0.230 -0.061 0.12
H 3.8680 0.3677 6.6499 -0.009 -0.072 0.057 -0.02
H -3.5409 -0.2407 7.8818 0.063 -0.049 -0.096 0.04
H -7.7760 -2.3287 -1.8965 -0.025 -0.061 -0.010 0.05
H 4.9346 4.4082 -6.4109 -0.030 0.103 0.107 -0.04
H 4.2311 1.5444 10.6014 0.020 -0.022 0.003 0.04
H 2.9277 -2.6895 4.5301 -0.006 -0.048 0.069 0.05
H -1.0020 1.5542 -7.7484 -0.092 0.213 -0.007 0.08
H 0.2281 -5.5725 4.1057 -0.029 0.028 0.153 0.03
H 5.8395 2.4032 2.6993 -0.054 0.128 -0.227 0.01
H -6.1328 -4.1860 -0.1184 -0.078 -0.105 -0.059 0.00
H -2.5554 1.5459 -3.6507 0.263 -0.063 -0.030 0.11
H -1.3426 2.1753 -10.6836 -0.105 -0.159 0.057 0.06
H 1.3551 7.1907 5.0684 0.017 0.055 0.026 0.03
H 3.2355 7.3527 -1.4661 -0.140 0.042 -0.200 -0.01
H 5.0858 1.6715 -6.5822 0.029 0.014 -0.283 0.00
H -2.6744 -6.8803 -1.9377 -0.142 0.180 0.187 0.03
H 2.2568 -2.4067 0.6231 0.126 -0.435 0.228 0.14
H 1.3599 0.4370 -6.2596 0.171 0.134 -0.035 0.08
H 1.1271 -0.3544 1.4924 -0.066 0.342 -0.060 0.09
H -5.7638 -2.9880 10.0475 0.072 -0.007 0.052 0.01
H -3.6249 -2.4865 6.6642 -0.143 0.229 -0.103 0.00
H 2.5583 6.3290 4.7222 0.217 0.071 -0.045 0.00
H -7.5927 -3.9658 10.5307 -0.020 0.037 -0.059 0.03
H 2.7207 1.4045 10.6614 -0.067 -0.070 -0.073 0.04
H 3.4880 0.7344 -9.7164 0.020 -0.019 0.059 0.05
H 5.0222 0.0564 4.1994 0.022 -0.035 0.028 0.04
H -2.6294 1.4672 -1.8995 0.201 0.002 -0.108 0.13
H -5.1669 0.9536 -6.5452 -0.040 -0.238 0.054 0.02
H 1.3171 -2.2481 -3.9463 0.159 -0.122 -0.113 0.00
H 0.0340 5.2185 -11.0421 0.067 0.060 -0.004 0.03
H -1.7237 1.9850 8.5009 0.013 -0.089 -0.042 0.00
H 4.1089 4.9447 -7.5673 0.005 0.052 -0.012 0.04
H -3.7791 -7.3356 0.7972 0.012 -0.006 0.001 0.06
H 3.7931 -1.7842 -5.5789 -0.039 -0.115 -0.049 0.05
H 1.1177 5.5558 -1.8298 -0.023 0.097 0.042 0.04
H -6.2793 -1.2965 2.6463 0.206 0.088 -0.055 0.02
H -5.4312 -3.9712 1.2195 -0.269 0.102 0.137 0.02
H -3.1542 -2.8258 3.7013 0.000 0.050 0.324 0.02
H 4.8930 0.4086 1.5701 -0.155 0.164 -0.160 0.12
H 6.8099 2.4806 -1.6279 0.302 -0.608 -0.014 0.12
H -8.5235 -3.5576 11.6604 0.013 0.086 0.068 0.04
H -3.2165 -3.9494 6.4824 -0.323 -0.213 -0.215 0.02
H -2.5860 0.1398 1.1875 0.026 0.111 -0.022 0.03
H 6.4921 2.7590 4.0393 0.018 0.037 -0.106 0.06
H -1.0333 -6.3983 0.6930 -0.273 0.113 -0.049 -0.01
H -4.0320 -5.8628 0.5172 -0.172 -0.117 0.140 0.01
H 0.2446 3.7367 -10.7529 0.142 -0.123 0.107 -0.01
H -0.7551 -3.4412 6.3332 -0.060 -0.036 -0.090 0.02
H -5.0586 -5.8278 6.1931 0.028 0.116 -0.048 0.05
H 6.8280 -0.6739 6.3134 -0.036 -0.071 0.074 0.06
H -0.7547 -2.7891 2.2973 -0.166 -0.057 -0.100 0.03
H 0.7323 -2.4792 2.2132 -0.036 -0.002 0.092 0.02
H 1.7484 1.4293 -7.7031 -0.273 -0.167 0.715 0.04
H 6.5793 1.8495 -6.8117 0.033 -0.023 -0.107 0.05
H -4.8957 -2.8346 8.8089 0.065 0.032 -0.006 0.00
H -0.4567 2.4101 9.2257 0.027 -0.019 0.036 0.03
H 2.9236 -0.5706 -5.2678 -0.179 0.041 -0.155 0.00
H -1.3506 0.9149 6.3039 -0.031 -0.076 -0.025 0.01
H -4.0092 -2.2876 2.5607 -0.072 -0.071 -0.055 0.01
H -7.2391 -1.5220 -7.2036 -0.042 0.065 0.046 0.04
H -4.7042 -1.9501 -2.1764 0.437 -0.024 0.110 0.02
H 3.2973 0.4248 2.3424 0.410 0.087 -0.707 0.08
H 4.1573 8.1809 -0.5808 0.003 0.054 0.000 0.03
H 4.7247 0.6291 -4.8288 0.181 0.165 -0.369 0.04
H -0.7943 -1.7373 -3.5924 -0.120 0.013 0.089 0.07
H -3.6898 -0.3344 -4.1390 0.342 -0.442 0.193 0.09
H -4.0775 -4.6508 -1.1314 0.091 -0.069 -0.107 0.01
H 0.7666 3.4225 -6.0978 -0.028 -0.228 0.301 0.12
H -0.6679 0.8073 -5.3209 0.145 0.047 0.465 0.12
H 2.7205 -1.1873 4.6607 0.106 0.092 0.180 -0.04
H -1.1879 3.3501 -7.4462 -0.222 -0.384 -0.092 0.08
H -6.9902 -2.1118 1.5715 0.079 -0.196 -0.118 0.04
H 4.1572 1.2679 4.4957 0.030 0.041 -0.121 0.05
H -5.0288 -0.4157 8.1469 -0.058 -0.061 -0.081 0.06
H -2.8945 -6.9850 -3.4403 0.003 0.054 -0.038 0.05
H -1.2575 -5.7975 4.2912 0.009 -0.037 0.084 0.03
H -6.4842 -2.0046 -1.1683 -0.023 0.046 -0.069 0.02
H 4.1455 4.8463 2.4453 0.015 0.002 -0.109 0.01
H 3.3460 2.2375 -9.5388 -0.026 0.013 0.020 0.05
H -3.8029 -0.8303 -1.3573 -0.266 -0.298 0.191 0.03
H -4.3352 -4.7075 -2.6215 0.162 -0.164 0.141 0.03
H -0.1314 1.3408 -11.0716 0.030 -0.050 0.052 0.06
H -0.2277 -6.9850 1.8263 0.056 0.236 0.152 0.01
H -5.0910 1.4403 3.1821 -0.104 -0.023 0.030 0.05
H -5.8221 -1.4782 -7.7491 0.063 0.051 0.040 0.04
H -4.1732 0.3398 2.6776 0.046 -0.224 0.066 0.02
H -4.4037 1.7846 -5.5252 0.023 -0.002 0.003 0.03
H -0.0654 0.8374 1.0472 0.239 -0.003 -0.078 0.11



[2]
55
Properties=species:S:1:pos:R:3:forces:R:3:lowdin_charge:R:1 method="wB97M-V/def2-TZVPD" charge=-2 multiplicity=3 homo_lumo_gap_ev="6.836 / 6.914" de_lowest_kj_mol=19.3 e_homo_ev="-3.46 / -3.54" s2=2.016
Ge -2.9530 -0.6029 1.5831 -0.566 0.844 0.316 -0.05
V -0.2001 -1.0945 1.4584 -0.325 -0.330 0.224 0.76
Cl -3.6814 1.2519 0.5130 0.260 -0.166 -0.366 -0.07
Cl -4.1582 0.0786 3.4102 0.502 -0.380 0.100 -0.13
Cl -4.5418 -1.9934 0.8576 0.048 -0.275 -0.211 -0.09
F -0.5956 8.4229 0.9179 -0.459 -0.311 -0.091 0.10
F -1.9282 7.8029 -0.7100 0.001 0.179 1.425 0.07
F -2.6846 8.1135 1.3442 -0.677 0.574 0.165 0.15
O -3.0068 -0.3235 -2.8670 -0.959 0.884 -0.034 0.10
O -0.0492 -1.6228 3.3923 -0.387 0.430 -0.077 -0.11
O 0.4715 -4.1855 -6.2120 0.258 -0.031 -0.150 0.06
O 1.6449 -5.1401 -4.6666 -0.265 0.581 -0.388 0.06
O 1.2591 -2.6158 4.9286 -0.074 0.258 0.215 0.06
O 5.5684 -2.9521 2.0207 0.766 -0.125 0.596 0.08
O 0.1804 -4.8174 -0.1699 0.117 -0.244 0.464 0.07
O 2.5657 -0.3597 -1.4598 0.756 0.323 -0.903 0.06
O 0.6521 -0.5644 -0.3307 -0.095 -0.107 0.137 -0.12
O -3.1507 -1.2291 -4.8586 0.331 0.596 1.235 0.03
O -0.6597 -2.9058 0.6930 0.397 0.013 -0.446 -0.16
N 0.8506 -4.3000 -5.0646 -0.147 0.029 0.764 -0.34
N -2.6441 -1.0451 -3.7414 1.489 -1.532 -0.635 -0.34
N 1.8144 -1.4269 1.7540 -0.608 0.160 0.132 0.06
C -1.4165 -1.8847 -3.3852 -1.144 -0.646 -1.842 -0.06
C -0.3261 -3.1245 -1.7007 1.123 -0.314 0.262 -0.08
C -0.2996 0.9705 1.6739 0.029 0.444 0.565 -0.12
C -0.8216 3.5582 1.5309 0.821 -1.611 -0.672 -0.26
C -1.5027 5.7243 2.2914 0.036 0.663 -1.482 0.00
C 0.4590 -3.6490 -2.7209 0.079 -0.471 0.651 0.07
C -0.2372 -3.6805 -0.2523 0.067 0.792 -0.707 -0.56
C 3.5397 -2.4049 3.0997 -1.887 0.625 0.233 0.11
C -0.8338 -2.6065 -4.4656 -0.478 1.837 2.579 0.08
C -0.7828 4.0070 0.2138 -0.525 0.556 -0.418 0.00
C -1.1640 4.4178 2.5520 -0.209 0.770 1.161 -0.03
C 1.9206 -0.6320 -0.4777 -0.158 -0.528 0.681 -0.58
C 1.0622 -2.0510 3.8648 0.037 -0.884 0.578 -0.58
C -1.4373 6.2006 0.9459 -0.069 -0.768 2.018 -0.15
C -1.6764 7.6146 0.6530 0.718 0.429 -1.570 -0.56
C 4.3957 -2.3084 1.9972 -1.338 -0.002 0.790 -0.31
C -1.1017 5.3353 -0.0542 0.524 -0.873 0.045 -0.02
C 2.2114 -1.9307 2.9036 1.770 -0.496 -0.022 -0.12
C 0.1984 -3.3984 -4.0525 0.301 -1.161 -0.526 -0.12
C -1.1959 -2.1359 -2.0459 -1.039 0.814 0.098 0.05
C 2.6363 -1.2135 0.7602 0.595 0.017 -0.493 -0.13
C -0.4713 2.1799 1.7531 -0.179 -0.308 -0.190 -0.13
C 3.9557 -1.6149 0.8835 0.030 0.304 -0.853 0.07
H -1.8349 6.3975 3.0667 0.116 0.014 0.186 0.11
H -0.5765 3.3257 -0.6143 0.067 0.126 0.471 0.13
H 6.0577 -2.7840 1.2164 0.087 0.088 -0.353 0.10
H -1.0511 5.7164 -1.0385 0.012 0.127 -0.964 0.10
H 1.2493 -4.3243 -2.4715 0.169 -0.468 0.102 0.12
H 4.6453 -1.4313 0.0784 0.047 -0.016 -0.428 0.12
H 3.7325 -2.8035 4.1027 0.306 -0.096 -0.700 0.13
H -1.2004 -2.4138 -5.4356 -0.051 -0.180 -0.924 0.11
H -1.1383 4.0863 3.5893 -0.153 -0.165 -0.322 0.12
H -1.7498 -1.6330 -1.2540 -0.069 0.010 -0.424 0.12



[3]
51
Properties=species:S:1:pos:R:3:forces:R:3:lowdin_charge:R:1 method="wB97M-V/def2-TZVPD" multiplicity=2 homo_lumo_gap_ev="6.109 / 4.599" de_lowest_kj_mol=30.0 e_homo_ev="-7.69 / -7.66" s2=0.764
Y 0.2963 -0.2166 -1.4244 -0.265 0.000 1.542 0.81
Se -1.9329 -0.6006 0.1525 -0.007 -0.146 0.362 0.64
Ge 2.2008 -0.4134 -4.0638 0.578 -0.029 -0.273 0.23
Cl 4.3901 -0.4933 -4.2930 -0.302 0.011 0.070 -0.05
Cl 2.0675 -2.0276 -2.1850 0.320 -0.119 -0.273 0.04
Cl 2.1391 1.3985 -2.4775 0.417 0.073 -0.398 0.02
O -3.7106 -0.5090 -6.4792 -0.098 -0.013 0.058 0.19
O -0.9635 0.9949 -2.8502 -0.237 0.395 -0.350 -0.14
O -2.8892 1.9392 -4.9518 -0.084 -0.019 -0.242 0.17
O -2.6109 -2.8630 -4.9823 -0.074 0.021 -0.235 0.18
O -0.0950 4.5253 4.4039 -0.074 0.093 -0.097 0.09
O -0.8817 -1.7096 -2.7984 0.067 -0.218 -0.320 -0.12
O 2.0262 4.7038 4.7239 0.084 0.118 -0.013 0.10
N 0.0477 1.8936 -0.0734 -0.023 -0.149 -0.078 -0.02
N 1.0597 4.2481 4.1567 -0.012 -0.406 -0.017 -0.34
N 2.0056 0.0600 0.5020 -0.204 0.224 0.053 0.03
C -1.6277 0.3241 -3.6766 -0.386 -0.407 -0.491 -0.26
C 3.0442 -0.7256 0.7176 -0.059 -0.161 0.098 -0.12
C -1.0702 -3.4045 0.1001 0.205 0.006 -0.269 -0.15
C -2.5641 0.8011 -4.7542 0.276 -0.260 0.664 -0.23
C -2.6385 -2.8311 1.8027 -0.087 0.032 0.140 -0.15
C 0.7336 2.0459 1.0827 0.072 -0.262 -0.191 -0.14
C -0.5581 4.0051 1.6249 0.075 -0.056 0.043 0.03
C -2.6058 -4.1374 2.2709 0.018 -0.010 -0.017 -0.10
C 1.3067 3.1986 3.1323 -0.216 0.413 0.114 -0.06
C 3.6974 0.4295 2.6891 0.010 0.018 0.006 0.02
C 0.4623 3.0941 1.9689 0.107 0.076 0.181 -0.05
C -1.0290 -4.7101 0.5693 -0.096 -0.010 0.113 -0.09
C -1.2330 3.8334 0.4508 -0.048 -0.053 -0.085 0.00
C 2.3413 2.3832 3.3721 0.078 -0.259 -0.201 0.07
C -1.8655 -2.4390 0.7133 -0.009 -0.091 -0.033 -0.65
C 2.6151 1.2995 2.4722 0.098 0.155 0.348 -0.12
C 3.9254 -0.5774 1.7974 -0.056 -0.017 -0.082 -0.02
C -1.7975 -5.0868 1.6624 0.039 0.086 -0.075 -0.10
C -3.0452 -0.4774 -5.4903 0.320 0.058 -0.068 -0.22
C -1.5670 -1.1226 -3.6513 -0.439 0.280 -0.539 -0.28
C -2.4306 -1.7022 -4.7600 0.206 0.295 0.707 -0.22
C -0.9018 2.7552 -0.3764 0.029 0.117 0.026 -0.11
C 1.8014 1.0962 1.3593 -0.172 0.062 -0.264 -0.13
H -3.2737 -2.1072 2.2975 0.019 0.034 -0.030 0.09
H 3.1852 -1.5350 0.0147 0.026 0.030 -0.012 0.05
H -2.0177 4.5124 0.1510 0.000 0.009 0.004 0.12
H -0.4812 -3.1726 -0.7841 -0.085 0.069 0.077 0.06
H 2.9585 2.5383 4.2460 0.017 -0.022 -0.017 0.14
H -0.4026 -5.4364 0.0678 0.014 0.002 -0.016 0.10
H -1.7715 -6.1044 2.0278 -0.004 -0.014 0.007 0.10
H -0.7985 4.8254 2.2803 -0.002 0.025 0.045 0.11
H 4.7535 -1.2614 1.9094 -0.003 -0.016 -0.012 0.12
H -1.4148 2.5988 -1.3167 -0.010 -0.001 0.019 0.11
H 4.3383 0.5738 3.5496 -0.008 0.019 0.010 0.13
H -3.2184 -4.4137 3.1196 -0.016 0.014 0.009 0.10



| no. | energy (eV) |
| --- | --- |
| 1 | -221341.1561 |
| 2 | -178933.4276 |
| 3 | -203325.3002 |